Record 1
{
  "formula": "ClH2NOS",
  "method": "wB97M-V/def2-TZVPD",
  "species": ["N", "O", "S", "Cl", "H", "H"],
  "coordinates": [[-0.92407, 0.60407, -0.03699], [0.71199, -0.69507, 1.02894], [0.00334, -0.73666, -0.39179], [1.64439, -0.01930, -1.39233], [-1.71360, 0.69561, -0.59796], [0.27796, 0.15135, 1.39014]],
  "mulliken_charge": [-0.649, -0.424, 0.529, -0.144, 0.230, 0.459],
  "homo_lumo_gap_ev": 9.9,
  "de_lowest_kj_mol": 105.8,
  "fmax_ev_per_a": 4.9,
  "homo_energy_ev": -9.794,
  "energy_ev": -26925.862
}

=====

Record 2
{
  "formula": "CH2N2O2S2",
  "method": "wB97M-V/def2-TZVPD",
  "species": ["C", "N", "N", "O", "O", "S", "S", "H", "H"],
  "coordinates": [[-1.74967, -0.51354, 0.44720], [0.28847, -0.13980, -0.91137], [1.06369, 0.52425, -0.24392], [1.32738, 0.08503, 0.97450], [1.67942, 1.52639, -0.57785], [-1.40411, -1.12725, 1.78034], [-2.42552, 0.15932, -0.76141], [0.27119, 0.30765, -1.84317], [0.94913, -0.82204, 1.13567]],
  "mulliken_charge": [0.707, -0.791, 1.171, -0.422, -0.672, -0.380, -0.270, 0.284, 0.373],
  "homo_lumo_gap_ev": 9.2,
  "de_lowest_kj_mol": 353.0,
  "fmax_ev_per_a": 2.9,
  "homo_energy_ev": -9.564,
  "energy_ev": -29810.492
}

=====

Record 3
{
  "formula": "C5H14",
  "method": "wB97M-V/def2-TZVPD",
  "species": ["C", "C", "C", "H", "H", "H", "H", "H", "H", "H", "H", "C", "C", "H", "H", "H", "H", "H", "H"],
  "coordinates": [[1.81849, 0.34146, 0.45450], [2.66511, 1.08683, -0.60738], [1.06482, -0.81465, -0.16984], [2.46402, -0.03380, 1.25827], [1.11470, 1.06295, 0.87000], [3.47634, 1.67061, -0.15384], [2.09197, 1.89665, -1.07343], [1.80256, -1.66728, -0.21274], [0.08134, -0.92351, 0.32690], [2.97966, 0.42115, -1.42525], [0.91517, -0.74825, -1.24686], [-3.07058, 0.13874, 0.66534], [-2.28997, -0.78015, -0.22985], [-3.96883, 0.56613, 0.21431], [-3.43560, -0.31808, 1.59378], [-2.43917, 1.00840, 0.88633], [-1.28025, -0.99862, 0.07647], [-1.96853, -0.27368, -1.15708], [-2.84086, -1.63832, -0.67011]],
  "mulliken_charge": [-0.185, -1.126, -1.051, 0.279, 0.264, 0.330, 0.292, 0.342, 0.246, 0.313, 0.374, -0.823, -0.750, 0.294, 0.264, 0.250, 0.069, 0.277, 0.339],
  "homo_lumo_gap_ev": 12.1,
  "de_lowest_kj_mol": 100.0,
  "smiles": "CCC.CC",
  "fmax_ev_per_a": 2.3,
  "homo_energy_ev": -10.947,
  "energy_ev": -5411.013
}

=====

Record 4
{
  "formula": "C3H8N2OS",
  "method": "wB97M-V/def2-TZVPD",
  "species": ["C", "C", "C", "N", "N", "O", "S", "H", "H", "H", "H", "H", "H", "H", "H"],
  "coordinates": [[-0.39573, -2.77406, -1.15225], [1.83061, 1.65279, 0.29082], [-0.30912, 1.96530, 1.12475], [-0.75695, -1.53758, -1.28316], [-1.20073, -0.88862, -0.19605], [1.04799, 2.42451, 1.04726], [3.45291, 1.76711, 0.62208], [-0.65844, -3.18802, -0.12204], [-0.53252, -3.34817, -2.04805], [1.32082, 0.80526, -0.24677], [-0.39893, 0.86459, 0.94071], [-0.88380, 2.62811, 0.45848], [-0.63346, 2.30439, 2.16460], [-0.72531, -1.08523, -2.20674], [-1.15735, -1.59039, 0.60634]],
  "mulliken_charge": [-0.391, 0.085, -0.413, 0.217, -0.700, -0.243, -0.289, 0.166, 0.258, 0.180, 0.245, 0.219, 0.205, 0.273, 0.188],
  "homo_lumo_gap_ev": 8.6,
  "de_lowest_kj_mol": 524.9,
  "fmax_ev_per_a": 3.5,
  "homo_energy_ev": -8.391,
  "energy_ev": -19099.062
}